Record 1
Computed, not measured: 2 unconnected molecules or ions with the total composition C11H15N3O at a distorted geometry, with ωB97M-V/def2-TZVPD.

Results
- ΔE to the lowest compared entry with this formula, charge and spin (kcal/mol) = 55.2
- E_HOMO (eV) = -9.40
- gap between HOMO and LUMO (eV) = 9.95

Geometry as XYZ:
```
30
C11H15N3O ωB97M-V/def2-TZVPD
C -1.30 0.60 1.87
N -1.13 0.24 0.46
C -2.28 -0.53 0.03
C -3.66 0.12 0.14
N -4.72 0.58 0.22
C -1.92 -1.12 -1.31
C -0.35 -1.33 -1.24
C -0.04 -0.76 0.17
C 1.40 -0.23 0.19
C 2.49 -1.04 0.48
C 3.79 -0.61 0.47
C 4.07 0.68 -0.11
N 3.04 1.42 -0.52
C 1.77 1.04 -0.25
H -0.33 0.81 2.38
H -2.00 1.46 1.93
H -1.73 -0.28 2.40
H -2.24 -1.49 0.66
H -2.20 -0.50 -2.13
H -2.52 -1.98 -1.59
H -0.18 -2.45 -1.28
H 0.06 -0.76 -2.07
H -0.15 -1.66 0.84
H 2.27 -2.12 0.67
H 4.68 -1.24 0.68
H 5.07 1.05 -0.17
H 1.01 1.81 -0.33
O -0.83 3.04 -0.68
H -1.06 2.16 -0.27
H -1.02 3.06 -1.63
```

Record 2
Computed, not measured: 2 unconnected molecules or ions with the total composition C2H10N2O at a distorted geometry, with ωB97M-V/def2-TZVPD.

Results
- ΔE to the lowest compared entry with this formula, charge and spin (kcal/mol) = 22.5
- E_HOMO (eV) = -9.16
- gap between HOMO and LUMO (eV) = 10.04

Geometry as XYZ:
```
15
C2H10N2O ωB97M-V/def2-TZVPD
N -1.11 -0.34 0.72
C -0.47 -1.04 -0.44
C 0.50 -0.16 -1.24
N 1.85 -0.83 -1.31
H -2.12 -0.51 0.74
H -1.04 0.67 0.55
H -1.24 -1.28 -1.22
H -0.15 -1.99 0.00
H 0.24 0.08 -2.25
H 0.56 0.77 -0.65
H 2.31 -0.61 -2.17
H 2.28 -0.49 -0.47
O -0.80 2.16 2.52
H 0.09 2.24 2.18
H -0.91 1.36 3.04
```

Record 3
Computed, not measured: 7 unconnected molecules or ions with the total composition C26H59NO23S8 at a distorted geometry, with ωB97M-V/def2-TZVPD.

Results
- ΔE to the lowest compared entry with this formula, charge and spin (kcal/mol) = 0.0
- E_HOMO (eV) = -9.50
- gap between HOMO and LUMO (eV) = 9.90

Geometry as XYZ:
```
117
C26H59NO23S8 ωB97M-V/def2-TZVPD
C 3.58 -4.56 -1.64
C 2.86 -4.28 -0.73
C 2.05 -3.89 0.41
O 2.89 -3.09 1.31
S 2.95 -1.60 0.74
O 4.03 -1.42 -0.17
O 2.75 -0.67 1.78
O 1.61 -1.73 -0.21
C 0.92 -2.92 0.14
S 0.17 -2.46 1.82
C -0.16 -3.38 -0.80
C -1.61 -3.16 -0.45
O -2.12 -2.07 -0.55
N -2.33 -4.35 -0.08
C -3.28 -4.70 -1.15
C -3.07 -4.15 1.18
H 4.32 -4.86 -2.36
H 1.71 -4.76 0.96
H -0.30 -3.68 2.11
H -0.01 -4.44 -1.00
H -0.03 -2.83 -1.73
H -4.05 -5.33 -0.73
H -2.79 -5.28 -1.92
H -3.77 -3.82 -1.57
H -3.09 -5.10 1.72
H -2.60 -3.41 1.82
H -4.09 -3.83 1.02
C -1.52 0.96 -0.89
C -1.60 2.03 0.18
O -1.49 3.38 -0.35
S -2.76 3.99 -1.03
C -2.22 5.66 -1.05
O -3.87 3.85 -0.14
O -2.87 3.51 -2.38
H -2.40 0.99 -1.54
H -1.49 -0.02 -0.43
H -0.64 1.11 -1.51
H -2.52 1.96 0.76
H -0.77 1.94 0.88
H -2.10 6.00 -0.02
H -2.99 6.24 -1.55
H -1.28 5.73 -1.59
C 6.72 -1.23 -1.53
C 7.67 -0.45 -2.41
O 8.69 -1.29 -3.04
S 8.26 -2.14 -4.29
C 9.87 -2.56 -4.84
O 7.62 -1.27 -5.24
O 7.58 -3.32 -3.86
H 6.09 -1.89 -2.12
H 6.08 -0.55 -0.99
H 7.27 -1.84 -0.82
H 7.14 0.10 -3.19
H 8.24 0.27 -1.83
H 10.39 -1.65 -5.13
H 9.75 -3.21 -5.70
H 10.39 -3.07 -4.04
C -5.32 5.90 1.89
C -6.33 6.19 2.98
O -5.83 5.80 4.28
S -4.75 6.76 4.93
C -4.79 6.10 6.56
O -5.25 8.10 4.93
O -3.49 6.46 4.32
H -4.45 6.55 1.99
H -5.76 6.07 0.91
H -4.96 4.87 1.94
H -6.61 7.24 2.99
H -7.24 5.61 2.84
H -5.77 6.28 6.98
H -4.02 6.63 7.13
H -4.56 5.04 6.51
C -10.25 1.40 0.39
C -9.62 1.31 -0.99
O -8.29 1.84 -1.03
S -7.11 0.93 -0.46
C -5.77 1.84 -1.13
O -7.21 -0.36 -1.08
O -7.11 1.02 0.97
H -9.75 0.74 1.10
H -11.30 1.12 0.34
H -10.17 2.42 0.77
H -9.61 0.28 -1.35
H -10.19 1.90 -1.71
H -5.83 1.80 -2.21
H -4.86 1.37 -0.78
H -5.83 2.86 -0.77
C 6.23 -10.74 -0.05
C 6.60 -9.27 0.04
O 7.14 -8.75 -1.20
S 6.10 -8.40 -2.35
C 7.19 -7.47 -3.36
O 5.09 -7.54 -1.79
O 5.72 -9.59 -3.03
H 5.38 -10.89 -0.71
H 5.97 -11.11 0.94
H 7.07 -11.32 -0.44
H 5.76 -8.66 0.35
H 7.40 -9.12 0.77
H 7.51 -6.59 -2.81
H 6.64 -7.18 -4.24
H 8.04 -8.10 -3.62
C -0.49 6.65 3.39
C 0.57 7.41 2.63
O 1.64 6.55 2.17
S 1.35 5.66 0.90
C 3.01 5.20 0.55
O 0.85 6.50 -0.15
O 0.61 4.50 1.28
H -1.04 5.97 2.75
H -1.21 7.35 3.83
H -0.04 6.06 4.19
H 0.14 7.94 1.77
H 1.05 8.15 3.26
H 3.58 6.09 0.31
H 2.98 4.51 -0.29
H 3.42 4.70 1.43
```